[1]
The following is a quantum chemistry calculation of a gas-phase ion, C9H14N3O2 (charge +1) in a non-equilibrium geometry, from the OMol25 dataset.

Properties
Spin multiplicity: 1
HOMO energy in eV: -10.78
LUMO energy in eV: -3.40
E in hartree: -665.73105
Structure (SMILES): CO/C([O-])=C1\N=C2C[NH2+]C[C@@H]2C=[N+]1C
Total charge: +1
Maximum force in eV Å⁻¹: 4.61

Atoms and positions in Å:
C: -3.892 -0.089 -2.110
O: -2.791 -0.260 -1.273
C: -2.310 0.826 -0.665
O: -2.744 1.947 -0.592
C: -1.024 0.414 -0.023
N: -0.326 -0.651 -0.485
C: 0.902 -0.810 -0.261
C: 1.606 -2.102 -0.364
N: 3.080 -1.668 -0.311
C: 3.023 -0.561 0.762
C: 1.841 0.277 0.290
C: 0.880 0.891 1.242
N: -0.397 1.128 1.032
C: -1.170 2.067 1.833
H: -4.561 -1.045 -2.045
H: -3.622 -0.062 -3.132
H: -4.621 0.752 -2.016
H: 1.450 -2.834 0.481
H: 1.421 -2.415 -1.308
H: 3.355 -1.427 -1.252
H: 3.763 -2.449 -0.079
H: 3.807 0.022 0.907
H: 2.789 -1.068 1.671
H: 2.392 0.858 -0.515
H: 1.262 1.412 2.136
H: -0.672 3.001 1.957
H: -2.019 2.162 1.315
H: -1.422 1.685 2.805



[2]
The following is a quantum chemistry calculation of 2 unconnected molecules or ions with the total composition C9H14N4O3S in a non-equilibrium geometry, from the OMol25 dataset.

Properties
Spin multiplicity: 1
HOMO energy in eV: -7.84
LUMO energy in eV: 0.52
E in hartree: -1193.93333
Maximum force in eV Å⁻¹: 19.53

Atoms and positions in Å:
C: -0.457 -3.585 2.355
C: 0.995 -3.892 1.854
H: 1.180 -4.937 2.009
H: 1.807 -3.332 2.306
O: 1.317 -3.922 0.526
C: 1.343 -2.846 -0.011
O: 1.493 -1.885 0.694
C: 1.342 -2.880 -1.689
H: 1.790 -2.057 -2.152
H: 1.629 -3.774 -1.965
S: -0.642 -2.918 -2.178
C: -0.792 -1.304 -1.622
N: -1.839 -0.743 -0.883
N: -1.874 0.509 -0.807
C: -0.416 0.827 -1.128
N: -0.009 -0.312 -1.497
N: 0.045 2.106 -0.779
C: -0.656 3.108 -0.329
O: -1.770 3.199 -0.190
C: 0.149 4.326 -0.327
C: -0.387 5.528 0.229
H: 0.009 6.287 0.288
H: -1.447 5.770 -0.422
H: -0.984 5.234 1.296
H: 0.767 4.622 -1.600
H: 1.130 4.214 0.243
H: 1.079 2.138 -1.051
H: -2.544 1.134 -0.504
H: -1.203 -4.325 1.926
H: -0.605 -2.553 2.130
H: -0.449 -3.737 3.278



[3]
The following is a quantum chemistry calculation of a single C9H14N4O4 molecule in a non-equilibrium geometry, from the OMol25 dataset.

Properties
Spin multiplicity: 1
HOMO energy in eV: -9.12
LUMO energy in eV: 0.56
E in hartree: -871.35988
Structure (SMILES): N[C@@H](CO)C(=O)N[C@@H](Cc1c[nH]cn1)C(=O)O
Maximum force in eV Å⁻¹: 3.59

Atoms and positions in Å:
N: 2.317 -0.339 0.587
C: 1.202 -0.816 1.331
C: 1.636 -1.117 2.796
O: 2.331 0.061 3.270
C: -0.018 0.127 1.546
O: -0.024 1.013 2.409
N: -1.050 0.149 0.734
C: -1.529 -0.630 -0.412
C: -0.620 -0.556 -1.614
C: -0.523 0.832 -2.099
C: 0.610 1.569 -2.374
N: 0.157 2.848 -2.611
C: -1.185 2.802 -2.475
N: -1.634 1.609 -2.147
C: -1.807 -2.073 -0.072
O: -2.116 -2.860 -0.908
O: -1.821 -2.418 1.213
H: 2.995 0.081 1.213
H: 2.075 0.371 -0.101
H: 0.799 -1.760 0.917
H: 2.338 -1.941 2.809
H: 0.817 -1.366 3.438
H: 1.625 0.727 3.143
H: -1.660 0.968 0.921
H: -2.541 -0.230 -0.663
H: 0.356 -0.967 -1.416
H: -1.082 -1.204 -2.406
H: 1.602 1.253 -2.694
H: 0.723 3.591 -2.970
H: -1.839 3.646 -2.585
H: -2.136 -3.371 1.222



[4]
The following is a quantum chemistry calculation of a molecular structure, C9H14N6 in a non-equilibrium geometry, from the OMol25 dataset.

Properties
Spin multiplicity: 1
HOMO energy (spin up / spin down) in eV: -15.82 / -15.82
LUMO energy (spin up / spin down) in eV: -9.20 / -9.20
E in hartree: -679.15734
Total charge: +2
Maximum force in eV Å⁻¹: 3.90

Atoms and positions in Å:
C: 2.742 3.068 -1.237
C: 1.595 3.270 -0.449
C: 3.049 1.736 -1.629
C: 0.845 2.247 -0.044
C: 2.225 0.658 -1.373
C: 1.161 0.949 -0.524
C: -1.069 -2.521 0.687
C: -1.025 0.008 0.184
C: -1.593 -1.122 1.152
N: 0.208 -2.615 0.345
N: -1.937 0.794 -0.327
N: 0.267 0.008 -0.156
N: -1.785 -3.614 0.578
N: 0.958 -1.584 0.639
N: -3.056 -1.103 1.101
H: 3.332 4.022 -1.449
H: 1.339 4.321 -0.258
H: 3.987 1.605 -2.179
H: -0.068 2.234 0.514
H: 2.613 -0.306 -1.569
H: -1.175 -0.807 2.080
H: -1.859 1.496 -1.051
H: -2.811 -3.661 0.561
H: -1.148 -4.293 0.174
H: 1.064 -1.312 1.600
H: 1.977 -1.709 0.215
H: -2.791 0.917 0.144
H: -3.638 -1.117 1.934
H: -3.406 -1.569 0.339



[5]
The following is a quantum chemistry calculation of 2 unconnected molecules or ions with the total composition C9H14O in a non-equilibrium geometry, from the OMol25 dataset.

Properties
Spin multiplicity: 1
HOMO energy in eV: -8.39
LUMO energy in eV: 0.83
E in hartree: -426.56364
Structure (SMILES): Cc1ccc(O)cc1.CC
Maximum force in eV Å⁻¹: 1.41

Atoms and positions in Å:
C: -1.134 -2.071 1.780
C: -0.670 -0.738 1.267
C: -1.535 0.040 0.471
C: -1.138 1.224 -0.086
C: 0.134 1.757 0.206
O: 0.529 2.953 -0.306
C: 0.984 1.004 0.984
C: 0.579 -0.208 1.527
H: -1.575 -1.984 2.765
H: -0.270 -2.696 1.987
H: -1.785 -2.585 1.081
H: -2.537 -0.361 0.324
H: -1.809 1.837 -0.669
H: -0.173 3.344 -0.874
H: 1.979 1.376 1.219
H: 1.264 -0.778 2.151
C: 1.687 -1.736 -2.519
C: 0.276 -1.330 -2.184
H: 1.915 -2.699 -2.052
H: 1.845 -1.841 -3.588
H: 2.400 -1.061 -2.056
H: -0.082 -0.551 -2.864
H: 0.180 -0.937 -1.183
H: -0.505 -2.104 -2.244



[6]
The following is a quantum chemistry calculation of 2 unconnected molecules or ions with the total composition C9H14O in a non-equilibrium geometry, from the OMol25 dataset.

Properties
Spin multiplicity: 1
HOMO energy in eV: -8.44
LUMO energy in eV: 0.89
E in hartree: -426.55584
Structure (SMILES): Cc1ccc(O)cc1.CC
Maximum force in eV Å⁻¹: 1.59

Atoms and positions in Å:
C: -2.659 -0.183 0.399
C: -1.561 0.451 -0.407
C: -0.398 1.025 0.083
C: 0.482 1.713 -0.742
C: 0.319 1.687 -2.106
O: 1.258 2.225 -2.956
C: -0.807 1.036 -2.645
C: -1.702 0.420 -1.803
H: -3.619 0.034 -0.030
H: -2.673 0.072 1.418
H: -2.514 -1.271 0.438
H: -0.275 0.969 1.157
H: 1.347 2.201 -0.306
H: 1.219 1.714 -3.760
H: -0.939 1.047 -3.721
H: -2.488 -0.139 -2.237
C: 1.998 -1.192 1.517
C: 1.718 -2.098 2.745
H: 1.065 -1.020 0.994
H: 2.336 -0.233 1.889
H: 2.804 -1.613 0.920
H: 2.570 -2.009 3.428
H: 1.638 -3.130 2.416
H: 0.883 -1.706 3.310



[7]
The following is a quantum chemistry calculation of 2 unconnected molecules or ions with the total composition C9H14O in a non-equilibrium geometry, from the OMol25 dataset.

Properties
Spin multiplicity: 1
HOMO energy in eV: -9.11
LUMO energy in eV: 0.93
E in hartree: -426.55256
Structure (SMILES): Cc1ccccc1.CCO
Maximum force in eV Å⁻¹: 1.20

Atoms and positions in Å:
C: 2.555 2.271 0.543
C: 1.854 1.014 0.044
C: 1.290 0.982 -1.228
C: 0.754 -0.197 -1.728
C: 0.744 -1.346 -0.955
C: 1.394 -1.338 0.264
C: 1.932 -0.167 0.783
H: 1.819 2.845 1.084
H: 3.017 2.854 -0.257
H: 3.377 2.021 1.199
H: 1.250 1.878 -1.848
H: 0.319 -0.276 -2.719
H: 0.297 -2.262 -1.319
H: 1.472 -2.223 0.874
H: 2.299 -0.122 1.797
C: -2.142 0.169 0.656
C: -3.050 -0.845 -0.001
O: -3.184 -1.948 0.916
H: -2.333 0.069 1.718
H: -2.267 1.212 0.371
H: -1.129 -0.200 0.551
H: -4.056 -0.475 -0.167
H: -2.727 -1.191 -0.990
H: -3.486 -2.725 0.411



[8]
The following is a quantum chemistry calculation of 2 unconnected molecules or ions with the total composition C9H14O in a non-equilibrium geometry, from the OMol25 dataset.

Properties
Spin multiplicity: 1
HOMO energy in eV: -8.31
LUMO energy in eV: 0.84
E in hartree: -426.55906
Structure (SMILES): Cc1ccc(O)cc1.CC
Maximum force in eV Å⁻¹: 1.18

Atoms and positions in Å:
C: 2.193 1.252 1.409
C: 0.725 1.268 1.139
C: 0.155 0.447 0.170
C: -1.144 0.600 -0.261
C: -1.968 1.492 0.414
O: -3.250 1.791 0.050
C: -1.475 2.223 1.485
C: -0.120 2.155 1.801
H: 2.567 2.107 1.965
H: 2.799 1.250 0.495
H: 2.492 0.362 1.966
H: 0.828 -0.245 -0.328
H: -1.508 0.020 -1.097
H: -3.522 1.301 -0.736
H: -2.179 2.761 2.105
H: 0.305 2.821 2.543
C: 1.149 -2.845 -1.569
C: -0.360 -2.562 -1.701
H: 1.468 -3.684 -2.175
H: 1.727 -1.973 -1.897
H: 1.424 -2.994 -0.524
H: -0.811 -3.399 -2.229
H: -0.824 -2.450 -0.729
H: -0.671 -1.699 -2.295



[9]
The following is a quantum chemistry calculation of 2 unconnected molecules or ions with the total composition C9H14O in a non-equilibrium geometry, from the OMol25 dataset.

Properties
Spin multiplicity: 1
HOMO energy in eV: -8.97
LUMO energy in eV: 0.72
E in hartree: -426.52794
Structure (SMILES): Cc1ccccc1.CCO
Maximum force in eV Å⁻¹: 2.02

Atoms and positions in Å:
C: 1.210 -1.954 1.569
C: 1.713 -0.641 1.054
C: 2.080 -0.428 -0.277
C: 2.853 0.635 -0.728
C: 2.866 1.790 0.079
C: 2.449 1.633 1.384
C: 1.901 0.458 1.902
H: 0.163 -2.150 1.271
H: 1.268 -1.891 2.654
H: 1.638 -2.861 1.142
H: 1.726 -1.204 -0.956
H: 3.201 0.606 -1.749
H: 3.262 2.698 -0.353
H: 2.552 2.442 2.103
H: 1.652 0.535 2.957
C: -3.336 0.990 -1.359
C: -3.108 -0.527 -1.579
O: -4.284 -1.300 -1.376
H: -2.703 1.570 -2.026
H: -3.190 1.205 -0.289
H: -4.362 1.309 -1.520
H: -2.862 -0.804 -2.603
H: -2.292 -0.675 -0.864
H: -4.397 -1.437 -0.437